One molecule with the formula C2H2S5 in a non-equilibrium geometry. Source: the OMol25 dataset; level of theory: the ωB97M-V functional and the def2-TZVPD basis.

Computed properties:
**Structure (SMILES)**: SC1=C(S)SSS1
**Gap between HOMO and LUMO**: 7.3 eV
**Multiplicity**: 1
**Total charge**: 0
**E_HOMO**: -7.82 eV

Atoms and positions in Å:
S 0.615 -1.478 1.709
C 0.309 -0.676 0.217
C 0.052 0.698 0.112
S -0.133 1.807 1.431
S -0.003 1.468 -1.529
S -0.916 -0.128 -2.452
S 0.297 -1.563 -1.341
H 0.164 -2.791 1.368
H -0.385 2.663 0.485

Force components x, y, z for each atom (eV/Å):
-0.25 -1.83 0.04
-1.27 3.15 -1.83
0.62 -3.18 -0.35
0.30 -0.44 0.60
0.22 -0.68 0.57
0.79 -0.98 1.08
-0.34 0.63 -0.40
0.41 1.80 0.31
-0.47 1.53 -0.04